This record from OMol25 describes a 2-piece molecular cluster, C5H12N3 overall. The level of theory is ωB97M-V/def2-TZVPD.

Last column: Löwdin charge in e.
Positions of all 20 atoms, in Å:
C -0.872 -0.584 -0.032  -0.035
C 1.581 -0.773 -0.009  -0.035
C 0.381 1.068 -1.252  -0.015
C 0.421 0.980 1.360  -0.016
C 0.420 0.188 0.027  -0.568
N -3.554 -0.135 -0.069  0.032
N -2.661 0.577 0.167  0.143
N -1.412 -1.640 -0.346  0.207
H 1.458 -1.628 0.679  0.109
H 2.502 -0.331 0.222  0.078
H 1.684 -1.175 -1.071  0.123
H 0.281 0.383 -2.125  0.114
H 1.359 1.487 -1.201  0.085
H -0.194 2.001 -1.205  0.100
H 0.135 0.596 2.324  0.096
H 1.415 1.269 1.441  0.065
H -0.172 1.881 1.138  0.093
H -4.615 0.191 -0.048  0.219
H -1.045 -2.552 -0.403  0.107
H -3.388 -1.130 -0.107  0.097

As for the multiplicity: 1. Its total charge is +1. The HOMO energy is -14.294 eV. The molar mass comes out at 114.17 u. Its largest force on an atom is 4.520 eV/Å. As for the energy above the lowest of the compared OMol25 structures with the same formula, charge and spin: 113.23 kcal per mole. For the LUMO energy, the calculation gives -4.3 eV.

This record from OMol25 describes a 10-piece molecular cluster, C28H82N14O10 overall. The level of theory is ωB97M-V/def2-TZVPD.

Last column: Löwdin charge in e.
Positions of all 134 atoms, in Å:
C 7.894 -8.764 -17.038  -0.895
O 7.137 -9.580 -17.301  0.117
N 8.466 -8.651 -15.852  0.158
N 8.343 -7.882 -17.837  0.167
H 9.100 -7.877 -15.714  0.099
H 8.196 -9.329 -15.155  0.119
H 7.776 -7.797 -18.669  0.126
H 8.890 -7.117 -17.471  0.109
C 4.036 -4.915 -16.128  -0.816
O 3.295 -5.266 -17.043  0.022
N 5.202 -4.508 -16.309  0.159
N 3.813 -4.971 -14.842  0.163
H 5.630 -4.756 -17.189  0.131
H 5.826 -4.379 -15.525  0.115
H 2.964 -5.234 -14.362  0.123
H 4.565 -4.595 -14.283  0.102
C 10.928 -4.819 -22.607  -0.817
O 10.934 -3.622 -22.436  0.040
N 9.893 -5.571 -22.709  0.158
N 12.004 -5.552 -22.698  0.157
H 9.089 -5.193 -22.230  0.123
H 9.876 -6.576 -22.808  0.115
H 12.948 -5.198 -22.750  0.119
H 11.878 -6.554 -22.720  0.104
C 14.681 -10.376 -13.630  -0.702
O 14.607 -11.567 -14.045  -0.021
N 15.587 -9.563 -14.035  0.155
N 13.769 -9.764 -12.799  0.137
H 15.567 -8.623 -13.668  0.109
H 16.294 -9.816 -14.711  0.130
H 14.053 -8.871 -12.423  0.087
H 12.853 -10.133 -12.588  0.105
C 9.826 -4.528 -10.881  -0.050
C 8.773 -3.361 -11.052  -0.465
C 9.266 -2.135 -10.347  -0.218
O 8.862 -2.129 -8.980  -0.165
C 9.058 -0.909 -8.291  -0.117
N 8.420 -3.222 -12.431  0.044
H 9.761 -4.860 -9.845  0.077
H 10.846 -4.353 -11.224  0.078
H 9.405 -5.392 -11.394  0.070
H 7.833 -3.684 -10.603  0.136
H 8.707 -1.279 -10.726  0.110
H 10.284 -1.855 -10.619  0.133
H 8.713 -0.053 -8.870  0.080
H 10.063 -0.686 -7.933  0.085
H 8.425 -0.783 -7.413  0.085
H 8.451 -2.225 -12.585  0.063
H 9.342 -3.520 -12.717  0.055
C 6.706 -15.646 -21.866  -0.073
C 7.202 -14.613 -22.888  -0.408
C 6.228 -14.481 -24.103  -0.241
O 5.753 -15.715 -24.521  -0.211
C 4.720 -15.806 -25.614  -0.036
N 7.412 -13.348 -22.224  0.023
H 7.337 -15.719 -20.980  0.072
H 6.581 -16.657 -22.255  0.069
H 5.702 -15.379 -21.534  0.078
H 8.092 -15.003 -23.381  0.135
H 6.750 -14.018 -24.941  0.111
H 5.398 -13.781 -24.002  0.115
H 5.102 -15.380 -26.541  0.077
H 3.784 -15.302 -25.374  0.076
H 4.439 -16.851 -25.750  0.079
H 8.303 -13.232 -21.763  0.066
H 6.922 -13.157 -21.361  0.069
C 0.732 -11.327 -21.558  -0.091
C 0.897 -9.825 -21.522  -0.432
C -0.361 -9.061 -22.149  -0.176
O -0.510 -9.388 -23.515  -0.211
C -1.617 -8.809 -24.204  -0.097
N 1.134 -9.435 -20.156  0.027
H 1.668 -11.841 -21.339  0.073
H 0.545 -11.634 -22.587  0.071
H -0.062 -11.821 -20.998  0.079
H 1.793 -9.752 -22.137  0.127
H -0.153 -7.992 -22.097  0.113
H -1.253 -9.276 -21.561  0.123
H -1.454 -7.732 -24.238  0.083
H -2.568 -9.024 -23.717  0.081
H -1.655 -9.272 -25.190  0.086
H 1.301 -8.450 -20.005  0.071
H 1.931 -9.934 -19.787  0.072
C 8.645 -13.518 -9.451  -0.052
C 9.550 -13.470 -10.727  -0.417
C 10.349 -14.824 -10.999  -0.179
O 9.542 -16.007 -10.905  -0.215
C 10.170 -17.309 -10.939  -0.086
N 8.841 -13.087 -11.919  0.026
H 9.223 -13.168 -8.596  0.069
H 8.054 -14.431 -9.385  0.071
H 7.890 -12.734 -9.507  0.062
H 10.407 -12.827 -10.525  0.120
H 11.278 -14.930 -10.439  0.118
H 10.559 -14.649 -12.054  0.100
H 10.672 -17.452 -11.896  0.081
H 9.303 -17.960 -10.830  0.087
H 10.900 -17.505 -10.153  0.079
H 8.170 -13.810 -12.136  0.078
H 9.511 -13.248 -12.657  0.057
C 14.014 -4.664 -17.666  -0.044
C 13.209 -3.435 -17.163  -0.477
C 13.682 -2.084 -17.734  -0.205
O 15.050 -1.880 -17.359  -0.164
C 15.441 -0.555 -17.654  -0.133
N 11.849 -3.544 -17.417  0.025
H 14.938 -4.734 -17.092  0.071
H 14.186 -4.690 -18.742  0.076
H 13.564 -5.627 -17.424  0.067
H 13.358 -3.326 -16.088  0.138
H 13.019 -1.343 -17.287  0.115
H 13.520 -2.036 -18.811  0.130
H 15.581 -0.334 -18.712  0.081
H 16.434 -0.376 -17.242  0.086
H 14.775 0.258 -17.364  0.083
H 11.391 -2.697 -17.113  0.073
H 11.715 -3.516 -18.417  0.080
C 2.400 -14.225 -16.308  -0.043
C 2.122 -14.976 -14.942  -0.412
C 0.658 -15.355 -14.673  -0.232
O 0.131 -16.124 -15.739  -0.218
C -1.095 -16.828 -15.346  -0.062
N 2.889 -16.213 -14.869  0.025
H 2.023 -14.869 -17.103  0.070
H 3.469 -14.098 -16.477  0.067
H 1.870 -13.274 -16.245  0.072
H 2.425 -14.410 -14.061  0.122
H -0.056 -14.532 -14.634  0.122
H 0.675 -15.826 -13.690  0.120
H -1.416 -17.431 -16.196  0.086
H -1.798 -16.057 -15.032  0.082
H -0.867 -17.479 -14.502  0.082
H 3.607 -16.216 -15.578  0.060
H 2.269 -16.923 -15.230  0.059

As for the multiplicity: 1. The HOMO energy is -8.773 eV. The molar mass comes out at 775.05 u. Its structure (SMILES) is COC[C@H](C)N.COC[C@H](C)N.COC[C@H](C)N.COC[C@H](C)N.COC[C@H](C)N.COC[C@H](C)N.NC(N)=O.NC(N)=O.NC(N)=O.NC(N)=O. Its largest force on an atom is 8.935 eV/Å. As for the energy above the lowest of the compared OMol25 structures with the same formula, charge and spin: 178.26 kcal per mole. For the LUMO energy, the calculation gives -0.2 eV.

This record from OMol25 describes an isolated ion of composition C7H12FN2O3S and charge +1. The level of theory is ωB97M-V/def2-TZVPD.

Last column: Löwdin charge in e.
Positions of all 26 atoms, in Å:
C -0.458 2.415 -0.124  -0.027
C -1.924 0.733 0.420  -0.266
C -1.079 -0.223 0.987  0.090
C 0.614 0.160 -0.390  -0.510
C -3.042 -1.043 -1.130  -0.046
C 3.841 -1.444 0.986  -0.120
C -3.132 0.224 -0.292  -0.137
N -1.526 1.963 0.285  0.178
N 0.666 1.549 -0.400  0.164
O 3.241 1.131 0.532  -0.257
O 3.462 -0.263 -1.420  -0.202
O 1.422 -0.630 0.141  -0.047
F 0.096 -0.264 -1.541  0.169
S 3.167 -0.197 -0.022  0.745
H -0.313 3.413 0.007  0.127
H -0.448 0.085 1.810  0.110
H -1.282 -1.271 1.020  0.097
H -2.636 -1.791 -0.600  0.034
H -2.416 -0.883 -2.010  0.093
H -3.967 -1.295 -1.458  0.058
H 3.154 -2.301 0.615  0.112
H 4.918 -1.702 0.870  0.110
H 3.532 -1.312 2.113  0.138
H -3.736 -0.092 0.510  0.119
H -3.658 1.015 -0.841  0.135
H 1.504 2.023 -0.069  0.132

As for the multiplicity: 1. Its total charge is +1. The HOMO energy is -13.367 eV. The molar mass comes out at 223.25 u. Its structure (SMILES) is C=C(CC)/N=C\[NH+]=C(/F)OS(C)(=O)=O. Its largest force on an atom is 5.108 eV/Å. As for the energy above the lowest of the compared OMol25 structures with the same formula, charge and spin: 5.85 kcal per mole. For the LUMO energy, the calculation gives -5.2 eV.